Below is a structure of composition C3H5FOS2, with properties calculated with wB97M-V/def2-TZVPD.

Calculated values
HOMO energy: -8.7 eV
LUMO level: 0.0 eV
maximum force: 5.8 eV Å⁻¹
energy relative to the best compared isomer or geometry (same formula, charge and spin): 39.0 kcal/mol
Kohn-Sham gap: 0.3173 hartree
M: 140.20 g/mol

Geometry as XYZ:
```
12
C3H5FOS2 wB97M-V/def2-TZVPD
H -0.85 -0.34 -1.50
S 2.01 -0.43 0.51
H -2.24 -1.47 0.96
C -1.62 -0.50 0.64
O -2.38 0.57 0.35
F -0.26 -2.02 -0.74
H -0.82 1.89 -0.93
C 0.62 0.09 0.00
C -0.69 -0.81 -0.56
S 0.42 1.70 -0.38
H -0.92 -0.41 1.46
H -2.50 0.98 1.35
```


Below is an isolated molecule of C3H5FS, with properties calculated with wB97M-V/def2-TZVPD.

Calculated values
SMILES: C[C@H](F)C=S
HOMO energy: -9.2 eV
LUMO level: -0.7 eV
maximum force: 2.6 eV Å⁻¹
energy relative to the best compared isomer or geometry (same formula, charge and spin): 15.5 kcal/mol
Kohn-Sham gap: 0.3138 hartree
M: 92.14 g/mol

Geometry as XYZ:
```
10
C3H5FS wB97M-V/def2-TZVPD
H -1.56 0.18 -0.36
C -0.71 -0.04 -1.01
H -0.84 -1.07 -1.45
H -0.61 0.64 -1.83
C 0.50 0.47 1.36
S -0.46 1.69 1.78
H 0.94 -0.13 2.15
C 0.56 -0.19 -0.09
H 1.43 0.10 -0.65
F 0.75 -1.64 0.09
```


Below is a cluster of 2 separate species, C3H5IN2 in total, with properties calculated with wB97M-V/def2-TZVPD.

Calculated values
HOMO energy: -8.1 eV
LUMO level: 0.2 eV
maximum force: 3.4 eV Å⁻¹
energy relative to the best compared isomer or geometry (same formula, charge and spin): 130.6 kcal/mol
Kohn-Sham gap: 0.3045 hartree
M: 195.99 g/mol

Geometry as XYZ:
```
11
C3H5IN2 wB97M-V/def2-TZVPD
H 0.87 -0.02 2.14
I -2.71 -0.83 -2.45
C -0.19 0.92 -1.26
C -1.14 0.10 -1.52
H 1.99 0.50 1.08
N 0.63 -0.76 0.36
C -0.44 -0.05 -0.19
H -1.37 0.55 1.37
H 0.58 1.56 -1.64
H 0.35 -1.67 0.72
N 1.44 -0.29 1.39
```


Below is an isolated molecule of C3H5IN2, with properties calculated with wB97M-V/def2-TZVPD.

Calculated values
SMILES: C=C=CN(N)I
HOMO energy: -8.0 eV
LUMO level: -0.6 eV
maximum force: 5.3 eV Å⁻¹
energy relative to the best compared isomer or geometry (same formula, charge and spin): 81.7 kcal/mol
Kohn-Sham gap: 0.2694 hartree
M: 195.99 g/mol

Geometry as XYZ:
```
11
C3H5IN2 wB97M-V/def2-TZVPD
N 0.58 0.89 0.26
H -1.20 -2.64 1.10
C -0.87 -1.05 -0.02
C -0.53 0.22 -0.04
I 2.35 -0.37 -0.09
H 1.70 2.62 0.66
H -1.29 0.83 -0.38
H -1.52 -3.02 -0.60
C -1.10 -2.35 0.07
H 1.02 2.57 -1.00
N 0.85 2.31 0.04
```


Below is an isolated molecule of C3H5IN2, with properties calculated with wB97M-V/def2-TZVPD.

Calculated values
SMILES: C=C=CN(N)I
HOMO energy (alpha / beta): -8.3 / -8.4 eV
LUMO level (alpha / beta): -1.1 / -1.2 eV
maximum force: 6.2 eV Å⁻¹
energy relative to the best compared isomer or geometry (same formula, charge and spin): 73.3 kcal/mol
Kohn-Sham gap (alpha / beta): 0.2623 / 0.2626 hartree
M: 195.99 g/mol

Geometry as XYZ:
```
11
C3H5IN2 wB97M-V/def2-TZVPD
I 3.16 -0.98 -0.73
H -0.34 0.01 -1.12
N 1.33 0.44 -0.18
N 0.47 0.59 -1.24
H 0.93 0.64 -2.15
H 1.31 -0.30 1.82
C -0.61 -0.14 0.74
H -2.43 -0.89 0.25
C -1.94 -0.14 0.67
H -2.56 0.82 1.03
C 0.69 -0.03 0.91
```


Below is the ion C3H5IN3 with charge +1, with properties calculated with wB97M-V/def2-TZVPD.

Calculated values
SMILES: I[N@H+]1CC=NC=N1
HOMO energy: -14.4 eV
LUMO level: -7.6 eV
maximum force: 4.8 eV Å⁻¹
energy relative to the best compared isomer or geometry (same formula, charge and spin): 78.5 kcal/mol
Kohn-Sham gap: 0.2502 hartree
charge: +1
M: 210.00 g/mol

Geometry as XYZ:
```
12
C3H5IN3 wB97M-V/def2-TZVPD
N -0.90 -0.06 -0.51
I -3.23 0.32 0.09
C 0.64 -1.60 0.24
H -0.49 1.16 1.14
H 2.09 1.27 0.23
N -0.52 -1.31 -0.10
C -0.08 0.96 0.13
H -1.06 0.16 -1.57
C 1.30 0.52 0.25
H -0.17 1.84 -0.42
N 1.65 -0.67 0.19
H 0.79 -2.58 0.33
```


Below is an isolated molecule of C3H5IN3P, with properties calculated with wB97M-V/def2-TZVPD.

Calculated values
SMILES: Nc1cc(I)n(P)n1
HOMO energy: -8.0 eV
LUMO level: 0.2 eV
maximum force: 6.5 eV Å⁻¹
energy relative to the best compared isomer or geometry (same formula, charge and spin): 13.9 kcal/mol
Kohn-Sham gap: 0.3026 hartree
M: 240.97 g/mol

Geometry as XYZ:
```
13
C3H5IN3P wB97M-V/def2-TZVPD
I -2.33 2.05 2.49
N -0.01 -0.51 -2.10
C -1.38 0.86 1.01
C -0.35 -0.02 -0.82
H -2.25 0.97 -0.98
H -0.24 0.02 -2.95
P 0.76 0.15 2.82
H 1.70 -0.61 2.20
N 0.50 -0.25 0.25
H 0.96 -0.79 -2.19
H 1.65 1.14 2.44
C -1.45 0.77 -0.38
N -0.02 0.26 1.34
```


Below is a cluster of 2 separate species, C3H5IO in total, with properties calculated with wB97M-V/def2-TZVPD.

Calculated values
HOMO energy: -9.7 eV
LUMO level: -0.3 eV
maximum force: 5.7 eV Å⁻¹
energy relative to the best compared isomer or geometry (same formula, charge and spin): 64.6 kcal/mol
Kohn-Sham gap: 0.3453 hartree
M: 183.98 g/mol

Geometry as XYZ:
```
10
C3H5IO wB97M-V/def2-TZVPD
C 0.13 -0.16 0.47
O 0.74 -1.31 -0.06
C -1.31 0.17 0.26
H 0.45 0.16 1.44
H -1.35 0.17 -0.90
H -1.51 1.17 0.56
H -2.08 -0.58 0.62
I 3.30 0.34 -0.02
C 1.16 -0.14 -0.51
H 0.48 0.17 -1.85
```